# 1
ORCA calculation (wB97M-V/def2-TZVPD) on a structure of composition C4H16LiO8S at a distorted geometry.

Kohn-Sham gap in eV: 4.4
Total charge: -1
HOMO level in hartree: -0.095
2S+1: 1

Cartesian coordinates (Å):
S: 2.3610 1.0830 1.6671
O: 3.0870 -0.1550 1.7111
O: -1.3270 -1.8430 2.9841
O: -0.2640 1.4910 -2.2719
O: 1.8460 1.3980 3.0181
O: 1.0770 -1.3230 -1.1849
O: 1.2900 0.9420 0.6611
O: 3.3980 2.0630 1.2931
O: -1.6470 0.0700 0.3841
C: 0.7510 -2.2190 -2.2619
C: -2.5650 1.2040 0.5281
C: 0.2060 2.7810 -1.9079
C: -0.4920 -2.2730 1.9691
Li: 0.1290 0.2230 -0.6489
H: -3.1010 1.3600 -0.4569
H: -0.1270 3.4780 -2.5009
H: -3.4440 0.7700 0.8911
H: -0.8070 1.6900 -3.1409
H: -1.5800 -0.4800 1.1001
H: -1.0780 -1.4000 3.6121
H: 1.4720 -2.9860 -2.2309
H: 1.2680 2.6480 -1.8399
H: -0.2830 -2.7420 -2.2309
H: 2.1410 -1.1700 -1.0649
H: -1.1250 -2.7800 1.2461
H: 0.3670 -1.7490 1.4621
H: -0.0430 -3.1200 2.3351
H: 0.6700 -1.8740 -3.3169
H: -1.9690 1.8760 1.1561
H: -0.2110 3.0360 -0.9609

Mulliken population analysis, charges in e, atoms 1 to 5: 1.071, -0.785, -0.505, -0.457, -0.789

---

# 2
ORCA calculation (wB97M-V/def2-TZVPD) on a cluster of 2 separate species, C3H4ClNO in total at a distorted geometry.

Kohn-Sham gap in eV: 8.8
HOMO level in hartree: -0.362
2S+1: 1

Cartesian coordinates (Å):
Cl: -0.6469 2.0041 -0.2004
O: -1.2140 -0.4508 1.0854
N: -1.9676 -1.4771 -0.9456
C: 0.2860 0.7607 0.5057
C: 1.0700 -0.0733 -0.4150
C: -1.6857 -1.0007 0.0853
H: 1.3883 -0.8455 0.1493
H: 0.4369 1.0684 1.4520
H: 0.3788 -0.5772 -1.0552
H: 1.9541 0.5914 -0.6615

Mulliken population analysis, charges in e, atoms 1 to 5: -0.053, -0.570, -0.529, 0.076, -0.906

---

# 3
ORCA calculation (wB97M-V/def2-TZVPD) on a cluster of 2 separate species, C9H14 in total at a distorted geometry.

Kohn-Sham gap (alpha / beta) in eV: 2.9 / 7.0
Total charge: -1
HOMO level (alpha / beta) in hartree: 0.032 / -0.123
⟨S²⟩: 0.76
2S+1: 2

Cartesian coordinates (Å):
C: 0.0285 1.2225 2.0785
C: 3.0007 -0.8528 -0.2694
C: 2.2676 1.0822 1.1287
C: -3.0530 -0.2059 -2.5085
C: 2.0192 -0.1831 0.6481
C: 1.2851 1.8311 1.8383
C: -2.4544 -0.5343 -1.1272
C: -0.2429 -0.0309 1.5819
C: 0.7295 -0.7693 0.8221
H: 1.5321 2.7804 2.2921
H: -3.9761 -0.7267 -2.7396
H: -3.2788 -0.5468 -0.3997
H: -3.2835 0.8681 -2.5401
H: 3.0493 -1.9392 -0.1497
H: -1.2069 -0.4838 1.7652
H: -2.0987 -1.5564 -1.0644
H: 2.6957 -0.6944 -1.3194
H: -2.3169 -0.3648 -3.2893
H: 4.0152 -0.4710 -0.1505
H: -1.6889 0.1867 -0.8669
H: 0.5079 -1.8299 0.7069
H: -0.7331 1.6714 2.7302
H: 3.2022 1.5469 0.8328

Mulliken population analysis, charges in e, atoms 1 to 5: -0.419, -1.442, -0.340, -1.060, 0.857

---

# 4
ORCA calculation (wB97M-V/def2-TZVPD) on a structure of composition C4H7NO2 at a distorted geometry.

Kohn-Sham gap in eV: 10.3
HOMO level in hartree: -0.357
2S+1: 1

Cartesian coordinates (Å):
O: -0.8603 -1.2219 2.5895
O: 1.4637 1.0819 -1.6704
N: -0.5005 -0.2852 0.5662
C: 0.9386 0.0397 0.5436
C: -0.5597 -0.2112 -0.9038
C: -1.2240 -0.9866 1.4580
C: 0.5056 0.8553 -0.6668
H: 1.5205 1.9808 -2.0085
H: -1.5007 0.0854 -1.3748
H: -0.1711 -1.1491 -1.3134
H: 1.4916 -0.8722 0.2964
H: -2.2003 -1.2853 1.0318
H: -0.2766 1.4052 0.0549
H: 1.3730 0.5634 1.3972

Mulliken population analysis, charges in e, atoms 1 to 5: -0.559, -0.522, -0.041, -0.501, -0.506

---

# 5
ORCA calculation (wB97M-V/def2-TZVPD) on a structure of composition C2H10N3 at a distorted geometry.

Kohn-Sham gap in eV: 11.1
Total charge: +1
HOMO level in hartree: -0.530
2S+1: 1

Cartesian coordinates (Å):
N: 2.5256 -0.3149 0.4968
N: -2.4675 -0.6824 -0.1798
N: 0.0605 -0.7128 0.2117
C: -0.9014 -0.0554 -0.2249
C: -0.8603 1.3695 -0.5849
H: 3.3056 0.0952 -0.0291
H: -1.0355 1.7219 0.4545
H: -2.4558 -1.5414 -0.6365
H: -3.0634 -0.0840 -0.7552
H: 2.5089 0.0583 1.5022
H: -1.6425 1.7128 -1.1592
H: -0.1132 -1.5564 0.8794
H: 2.7343 -1.3173 0.6216
H: 1.2621 -0.4900 0.2846
H: 0.1427 1.7968 -0.8812

Mulliken population analysis, charges in e, atoms 1 to 5: -0.811, -0.558, -0.425, 0.607, -1.106

---

# 6
ORCA calculation (wB97M-V/def2-TZVPD) on a structure of composition C30H37BBr2N3O6PS2SeTi at a distorted geometry.

Kohn-Sham gap (alpha / beta) in eV: 5.9 / 5.9
Total charge: -1
HOMO level (alpha / beta) in hartree: -0.136 / -0.138
⟨S²⟩: 0.75
2S+1: 2

Cartesian coordinates (Å):
Br: -5.0021 -2.3831 0.0061
Br: -2.7328 -6.5413 3.0631
Se: 2.2072 2.8689 2.6185
Ti: -0.1871 -0.7490 -0.1285
S: 0.0494 -2.5245 -1.9851
S: 2.2617 -0.5466 -0.4523
P: -1.6581 0.2747 -2.8147
O: -0.8397 0.5890 2.8532
O: -2.2936 1.7631 -3.1188
O: -0.9305 0.0659 -4.2504
O: -1.3645 2.1321 1.2536
O: -0.3465 0.7158 -1.9316
O: -2.1041 -1.2628 0.2063
N: 0.0178 -2.3508 1.3137
N: 4.3182 1.1283 1.7317
N: 3.1263 0.2425 3.2977
C: 3.2548 1.3561 2.5397
C: -1.5244 -0.8737 -5.1452
C: 4.0887 -0.6788 2.9500
C: 0.5612 1.7718 -2.3540
C: 2.4321 -1.1493 -2.1136
C: -0.0700 -4.7454 2.7157
C: -3.5917 -4.3266 1.5262
C: -1.1569 -3.0234 1.4438
C: -2.7168 2.8767 5.0306
C: 1.0957 -4.0465 2.5890
C: 2.1001 0.0562 4.3038
C: -2.2847 -2.3993 0.7970
C: 4.8269 -0.1266 1.9635
C: 4.7530 2.0304 0.6874
C: -2.5195 -4.8862 2.1533
C: -3.0091 2.3104 -1.9960
C: 1.1023 -2.8414 1.8582
C: -1.9655 1.7411 4.7254
C: -1.5592 1.5890 3.4180
C: -3.0394 3.8123 4.0562
C: -2.5087 -0.1983 -6.0772
C: -2.6221 3.6517 2.7338
C: 3.7016 -0.7274 -2.8142
C: 1.5394 -1.9512 -2.7216
C: -1.8800 2.5281 2.4439
C: -3.4779 -3.0980 0.8515
C: 1.7921 -2.4279 -4.1323
C: -3.1716 3.7961 -2.2148
C: 0.7009 2.8008 -1.2615
C: -1.2530 -4.2470 2.1244
B: -0.6568 0.9072 1.4631
H: -0.1052 -5.6827 3.2541
H: 4.4519 -1.5271 -2.8156
H: 5.6447 -0.5214 1.3898
H: -1.7135 1.0070 5.4792
H: 1.5049 1.2755 -2.5764
H: -3.7412 4.2367 -1.3951
H: 2.0937 0.9160 4.9729
H: 2.0215 -4.4047 3.0170
H: -2.1981 4.2855 -2.2579
H: -0.6994 -1.3225 -5.7008
H: -2.0056 0.5346 -6.7087
H: 4.4960 3.0433 0.9889
H: 4.1495 0.1361 -2.3215
H: -3.6970 3.9953 -3.1495
H: 2.3323 -0.8520 4.8579
H: -2.8638 4.3731 1.9647
H: 2.0174 -2.2847 1.6843
H: 5.8302 1.9327 0.5594
H: -0.2747 3.1654 -0.9378
H: -2.9851 -0.9419 -6.7189
H: 3.5215 -0.4558 -3.8580
H: 1.0541 -3.1759 -4.4171
H: 1.2819 3.6478 -1.6351
H: -4.5523 -4.8229 1.5371
H: 4.2317 1.7841 -0.2382
H: 1.1208 -0.0209 3.8344
H: 2.7863 -2.8700 -4.2466
H: -1.9993 -1.6756 -4.5711
H: -3.2838 0.3212 -5.5126
H: 0.1596 2.2057 -3.2701
H: -3.0546 3.0300 6.0479
H: 1.2049 2.3886 -0.3881
H: -3.6263 4.6808 4.3272
H: -2.4628 2.1215 -1.0660
H: 4.1561 -1.6401 3.4256
H: -3.9807 1.8139 -1.9154
H: 1.7213 -1.5998 -4.8466

Mulliken population analysis, charges in e, atoms 1 to 5: -0.205, -0.274, -0.275, 0.065, -0.761

---

# 7
ORCA calculation (wB97M-V/def2-TZVPD) on the molecule C4H6F5NO2S at a distorted geometry.

Kohn-Sham gap in eV: 10.6
SMILES: CN(C)[C@@](F)(C(F)(F)F)S(=O)(=O)F
HOMO level in hartree: -0.367
2S+1: 1

Cartesian coordinates (Å):
S: -1.4117 1.0597 -0.6551
F: 0.1248 -2.5835 -1.2296
F: -0.7104 -1.1171 -2.6037
F: -0.7167 2.5255 -0.9524
F: -1.6178 -1.5623 -0.7588
F: 1.0365 0.4592 -1.7373
O: -1.6740 1.1782 0.7180
O: -2.4981 0.7681 -1.5092
N: 0.8134 -0.1850 0.4861
C: 0.3198 -0.1153 -0.7339
C: 0.0458 -0.9288 1.6452
C: 1.5596 1.0582 0.7245
C: -0.4637 -1.3484 -1.3396
H: 0.6383 -0.5779 2.5788
H: -0.0027 -2.0259 1.4294
H: 0.9606 1.8451 0.9839
H: 2.1784 1.1558 -0.2414
H: 2.4055 0.9839 1.4460
H: -0.9875 -0.5894 1.7491

Mulliken population analysis, charges in e, atoms 1 to 5: 1.168, -0.293, -0.233, -0.284, -0.198

---

# 8
ORCA calculation (wB97M-V/def2-TZVPD) on the ion C5H15BN3O2 with charge +1 at a distorted geometry.

Kohn-Sham gap in eV: 10.8
Total charge: +1
SMILES: CCC[C@H](O)B(O)[NH+]=C(N)N
HOMO level in hartree: -0.508
2S+1: 1

Cartesian coordinates (Å):
O: -0.5790 1.4402 2.2551
O: -0.0824 0.3914 -1.1088
N: -2.5046 -0.2682 -1.2614
N: -4.3092 -0.3127 0.0356
N: -2.3416 0.4409 1.0211
C: 0.0995 -0.0896 0.2418
C: 2.6403 -0.5532 -0.2268
C: -3.0219 -0.0297 -0.0902
C: 3.2775 0.6473 -0.9609
C: 1.5388 -0.0902 0.7093
B: -0.9710 0.7084 1.2347
H: 3.3616 -1.1891 0.2619
H: -4.7502 -0.6441 -0.7998
H: -1.4799 -0.0161 -1.1832
H: 1.7813 0.8800 1.1381
H: 1.5053 -0.6742 1.6383
H: -5.0120 0.0861 0.7451
H: 0.6507 -0.0996 -1.5434
H: 4.1139 0.2511 -1.6838
H: -0.9723 1.9479 2.9663
H: 3.8229 1.1378 -0.1442
H: 2.0630 -1.0889 -1.1242
H: -0.2564 -1.1951 0.2629
H: -2.9780 0.7077 1.7811
H: -3.0596 -0.5374 -2.0962
H: 2.4946 1.2281 -1.5617

Mulliken population analysis, charges in e, atoms 1 to 5: -0.593, -0.601, -0.319, -0.384, -0.154